87
Properties=species:S:1:pos:R:3:mulliken_spin:R:1 method="wB97M-V/def2-TZVPD" lumo_energy_ev="3.82 / 3.82" largest_force_ev_per_a=1.88 homo_energy_ha="-0.07844 / -0.07915" gap_ha="0.219 / 0.219" total_charge=-2 relative_energy_ev=0.952 energy_ha=-4273.37152 multiplicity=8
Eu -0.725 -1.411 -2.411 6.95
O 2.337 -4.582 -1.380 0.00
C 1.420 -3.775 -1.554 0.00
O 1.428 -2.565 -1.917 0.00
C 0.024 -4.345 -1.243 0.00
C -0.066 -5.667 -0.830 0.00
C -1.308 -6.224 -0.538 0.00
C -2.411 -5.361 -0.588 0.00
C -2.264 -4.030 -0.987 0.00
N -1.075 -3.570 -1.372 0.00
C -3.467 -3.033 -1.014 0.00
O -4.510 -3.450 -0.471 0.00
O -3.225 -1.930 -1.579 0.00
H 0.818 -6.265 -0.757 0.00
H -1.445 -7.250 -0.182 0.00
H -3.378 -5.711 -0.260 0.00
Te 3.236 0.641 0.911 0.00
C 3.491 1.919 2.595 0.00
C 2.533 2.866 2.955 0.00
C 2.661 3.546 4.146 0.00
N 3.653 3.400 5.021 0.00
C 4.572 2.465 4.674 0.00
C 4.511 1.731 3.498 0.00
C 1.163 0.877 0.637 -0.01
P -0.264 0.047 1.309 0.01
C -0.526 0.534 3.132 0.00
C 0.479 0.564 4.105 0.00
C 0.196 0.905 5.426 0.00
C -1.094 1.273 5.798 0.00
C -2.088 1.372 4.823 0.00
C -1.792 0.993 3.537 0.00
C 0.047 -1.723 1.688 0.00
C -0.980 -2.325 2.407 0.00
C -0.812 -3.617 2.893 0.00
C 0.399 -4.277 2.664 0.00
C 1.446 -3.654 1.978 0.00
C 1.258 -2.383 1.481 0.00
P 0.806 1.814 -0.888 0.02
C -1.046 2.053 -0.976 -0.01
C -1.706 1.741 -2.159 0.05
C -3.081 1.791 -2.255 0.00
C -3.834 2.169 -1.174 0.00
C -3.222 2.490 0.039 0.00
C -1.821 2.471 0.137 0.00
C 1.249 3.664 -0.653 0.00
C 2.541 4.006 -0.261 0.00
C 3.015 5.312 -0.236 0.00
C 2.124 6.340 -0.480 0.00
C 0.754 6.040 -0.777 0.00
C 0.351 4.727 -0.891 0.00
H 1.690 3.041 2.286 0.00
H 1.938 4.277 4.437 0.00
H 5.376 2.328 5.385 0.00
H 5.317 0.990 3.305 0.00
H 1.470 0.315 3.839 0.00
H 1.067 0.953 6.086 0.00
H -1.304 1.566 6.831 0.00
H -3.054 1.784 5.081 0.00
H -2.550 1.001 2.776 0.00
H -1.907 -1.830 2.527 0.00
H -1.585 -4.096 3.442 0.00
H 0.476 -5.299 2.977 0.00
H 2.401 -4.159 1.756 0.00
H 2.042 -1.886 0.908 0.00
H -1.084 1.512 -3.017 -0.02
H -3.581 1.609 -3.207 0.00
H -4.882 2.173 -1.290 0.00
H -3.813 2.743 0.913 0.00
H -1.402 2.787 1.095 0.00
H 3.220 3.177 -0.089 0.00
H 4.026 5.494 0.112 0.00
H 2.398 7.375 -0.468 0.00
H 0.037 6.837 -0.876 0.00
H -0.686 4.510 -1.113 0.00
S -3.054 -3.263 -6.045 0.00
C -2.420 -2.100 -5.056 0.00
N -2.008 -1.238 -4.379 0.01
N -0.351 -0.175 -7.296 0.00
C 0.201 -1.527 -7.138 0.00
C 0.606 -1.864 -5.733 0.00
O 0.864 -2.978 -5.356 0.00
O 0.739 -0.808 -4.888 0.00
H -0.075 0.302 -8.137 0.00
H 0.319 -0.055 -5.347 0.00
H -1.347 -0.175 -7.155 0.00
H 1.087 -1.636 -7.780 0.00
H -0.538 -2.290 -7.407 0.00

8
Properties=species:S:1:pos:R:3:nbo_charge:R:1 method="wB97M-V/def2-TZVPD" lumo_energy_ev=-0.40 largest_force_ev_per_a=3.21 homo_energy_ha=-0.32210 gap_ha=0.307 relative_energy_ev=1.976 energy_ha=-2618.97062
Cl 0.057 0.228 2.154 -0.08
C -0.296 -0.146 0.370 -0.83
P -1.930 -0.247 -0.158 1.13
Cl -1.721 -0.382 -2.191 -0.21
Cl -3.277 -1.654 0.231 -0.20
S -2.891 1.638 0.140 0.05
Cl -1.410 2.545 0.954 -0.06
H -0.079 -1.144 0.281 0.20

49
Properties=species:S:1:pos:R:3:nbo_charge:R:1 method="wB97M-V/def2-TZVPD" lumo_energy_ev=0.47 largest_force_ev_per_a=1.71 homo_energy_ha=-0.31851 gap_ha=0.336 relative_energy_ev=0.850 energy_ha=-1393.03092
C 7.119 1.199 -0.626 -0.60
C 5.787 0.767 -0.021 -0.20
C 5.742 1.090 1.469 -0.61
C 4.627 1.459 -0.755 -0.45
C 3.309 0.972 -0.287 0.04
N 2.416 1.707 0.270 -0.27
N 1.309 1.060 0.622 -0.31
C 1.346 -0.197 0.332 0.21
N 0.329 -1.066 0.598 -0.64
C 0.355 -2.369 0.201 0.69
O 1.306 -2.856 -0.372 -0.60
C -0.911 -3.135 0.533 -0.49
C -2.065 -2.744 -0.397 -0.50
C -2.700 -1.409 -0.020 0.70
O -2.357 -0.770 0.961 -0.67
N -3.673 -1.020 -0.859 -0.60
C -4.411 0.236 -0.749 -0.04
C -5.199 0.305 0.561 -0.42
C -5.998 1.602 0.622 -0.39
C -5.069 2.806 0.501 -0.40
C -4.273 2.736 -0.798 -0.39
C -3.472 1.440 -0.861 -0.42
S 2.826 -0.718 -0.444 0.37
H 7.167 0.941 -1.682 0.21
H 7.944 0.708 -0.116 0.21
H 7.247 2.275 -0.529 0.20
H 5.675 -0.316 -0.152 0.20
H 5.855 2.161 1.626 0.20
H 6.544 0.577 1.994 0.21
H 4.794 0.782 1.902 0.22
H 4.716 1.265 -1.827 0.22
H 4.669 2.536 -0.589 0.23
H -0.526 -0.691 1.018 0.46
H -0.693 -4.197 0.420 0.24
H -1.198 -2.931 1.566 0.24
H -2.842 -3.511 -0.344 0.24
H -1.712 -2.696 -1.430 0.23
H -3.885 -1.613 -1.644 0.40
H -5.115 0.252 -1.589 0.20
H -5.867 -0.557 0.632 0.21
H -4.497 0.264 1.393 0.23
H -6.727 1.621 -0.192 0.19
H -6.548 1.648 1.564 0.21
H -4.378 2.815 1.346 0.20
H -5.651 3.730 0.532 0.21
H -4.958 2.785 -1.648 0.19
H -3.593 3.586 -0.866 0.22
H -2.914 1.384 -1.799 0.21
H -2.759 1.409 -0.038 0.23

15
Properties=species:S:1:pos:R:3:nbo_charge:R:1 method="wB97M-V/def2-TZVPD" lumo_energy_ev=0.34 largest_force_ev_per_a=3.45 homo_energy_ha=-0.33525 gap_ha=0.348 relative_energy_ev=4.290 energy_ha=-287.67481
C -3.080 0.688 -0.216 -0.49
C -2.232 0.537 0.775 0.13
O -2.648 0.497 2.069 -0.69
H -2.798 0.422 -1.269 0.21
H -4.035 1.088 -0.111 0.20
H -1.271 0.045 0.699 0.16
H -1.897 0.588 2.724 0.48
C 2.231 0.234 0.522 -0.03
N 2.696 0.217 -0.691 -0.41
C 2.347 -0.957 -1.458 -0.45
H 1.749 1.086 0.888 0.16
H 2.236 -0.598 1.261 0.13
H 1.654 -1.675 -0.933 0.18
H 1.846 -0.675 -2.479 0.21
H 3.205 -1.497 -1.780 0.20

151
Properties=species:S:1:pos:R:3:mulliken_charge:R:1 method="wB97M-V/def2-TZVPD" lumo_energy_ev=-7.13 largest_force_ev_per_a=9.25 homo_energy_ha=-0.30329 gap_ha=0.041 total_charge=+2 energy_ha=-11034.47042
C -3.771 1.368 -4.469 -0.64
C -2.120 1.144 -4.572 0.24
S -1.464 0.739 -2.865 -0.22
C 0.406 0.815 -2.780 -0.70
C 1.122 -0.642 -2.377 0.98
C 2.681 -0.367 -2.796 -0.47
C 3.345 -1.427 -3.853 -0.84
C 4.970 -1.632 -3.507 0.68
F 5.009 -2.354 -2.215 -0.08
F 5.498 -0.221 -3.383 -0.17
C 5.592 -2.444 -4.785 1.04
F 5.745 -1.435 -5.897 -0.27
F 4.708 -3.510 -5.338 -0.26
S 7.275 -3.209 -4.526 1.04
F 7.732 -2.121 -3.286 -0.31
F 7.963 -2.121 -5.710 -0.36
F 6.884 -4.317 -5.822 -0.31
F 6.710 -4.411 -3.443 -0.34
F 8.838 -3.922 -4.405 -0.33
C 0.301 -1.925 -2.995 -1.23
S 0.118 -2.156 -4.844 1.33
C 0.698 -0.746 -5.912 -0.70
O 0.877 -3.449 -5.231 -0.66
O -1.396 -2.395 -5.191 -0.53
N 0.940 -3.059 -2.164 -0.22
C 1.811 -2.551 -0.995 0.06
O 2.814 -3.140 -0.345 -0.57
C 1.094 -1.058 -0.751 0.32
C -0.342 -1.350 -0.038 -0.77
C -0.357 -1.577 1.570 -0.79
C 0.643 -2.729 2.161 0.33
C 0.425 -2.804 3.814 -0.87
C 1.301 -1.594 4.538 -0.53
C 2.869 -2.068 4.665 -0.13
O 3.721 -0.859 4.597 -0.64
C 5.124 -1.360 4.493 0.49
C 6.272 -0.623 3.538 -0.56
O 5.555 -2.454 5.170 -0.51
P 1.919 0.150 0.498 0.52
S 0.806 1.740 0.889 -0.40
H -4.225 0.847 -5.443 0.11
H -4.155 0.703 -3.565 0.25
H -4.081 2.493 -4.393 0.27
H -2.000 0.147 -5.218 -0.28
H -1.566 2.063 -5.063 0.37
H 0.771 1.233 -3.815 0.54
H 0.668 1.669 -1.988 0.26
H 3.438 -0.353 -1.873 -0.27
H 2.816 0.712 -3.290 0.18
H 3.335 -1.070 -4.983 0.49
H 2.892 -2.504 -3.843 0.43
H -0.839 -2.071 -2.667 0.51
H 1.235 -1.233 -6.861 0.47
H -0.157 -0.065 -6.365 0.28
H 1.484 -0.023 -5.439 0.10
H 0.142 -3.666 -1.819 0.49
H -1.030 -0.398 -0.253 0.15
H -0.953 -2.263 -0.507 0.31
H -0.254 -0.583 2.224 0.06
H -1.460 -1.961 1.831 0.38
H 1.784 -2.554 1.977 -0.19
H 0.408 -3.818 1.732 0.29
H 0.679 -3.879 4.252 0.30
H -0.727 -2.605 4.018 0.37
H 1.208 -0.563 3.981 0.34
H 0.825 -1.472 5.625 0.12
H 2.984 -2.625 5.696 0.36
H 3.226 -2.801 3.810 0.37
H 6.778 -1.420 2.835 0.11
H 5.834 0.308 2.974 0.26
H 7.084 -0.204 4.289 0.36
H 3.186 0.708 0.010 0.23
H 2.220 -0.431 1.781 -0.12
C -6.692 -2.660 -6.430 -1.42
C -6.447 -2.696 -7.934 0.02
C -4.980 -2.473 -8.306 -0.48
C -4.503 -1.140 -7.910 0.31
N -4.131 -0.089 -7.587 -0.56
H -6.437 -1.685 -6.005 0.32
H -7.747 -2.849 -6.216 0.41
H -6.097 -3.424 -5.920 0.30
H -7.078 -1.942 -8.420 0.31
H -6.762 -3.672 -8.317 0.28
H -4.868 -2.586 -9.388 0.23
H -4.357 -3.243 -7.838 0.35
Cs 2.998 0.985 5.770 1.09
Br -4.873 -2.885 -4.611 -0.28
O 5.587 -6.058 -8.316 -0.68
H 6.095 -5.414 -7.857 0.27
C -0.548 2.832 7.415 -0.89
C -0.514 3.042 8.925 -0.49
C -1.846 3.543 9.499 -0.70
N -1.958 5.082 9.620 0.41
C -1.567 5.791 8.335 -1.54
C -3.414 5.457 9.968 -0.61
C -3.459 5.438 11.477 -0.56
C -2.126 6.027 11.879 -0.61
C -1.125 5.600 10.813 -0.47
H -0.620 3.772 6.864 0.32
H 0.369 2.331 7.090 -0.07
H -1.394 2.200 7.126 0.36
H 0.323 3.690 9.202 0.33
H -0.309 2.063 9.377 0.43
H -1.979 3.150 10.517 0.39
H -2.690 3.196 8.893 0.48
H -2.173 5.385 7.521 0.41
H -0.499 5.643 8.159 0.50
H -1.761 6.864 8.453 0.65
H -3.602 6.471 9.593 0.39
H -4.107 4.760 9.491 0.32
H -3.550 4.412 11.847 0.30
H -4.302 6.013 11.872 0.42
H -1.819 5.699 12.878 0.33
H -2.191 7.123 11.904 0.32
H -0.469 4.798 11.164 0.28
H -0.515 6.445 10.480 0.30
N -7.797 -3.877 -10.710 -0.33
C -9.142 -3.888 -10.589 -0.32
C -10.004 -3.337 -11.524 -0.50
C -9.455 -2.733 -12.650 -0.04
C -8.073 -2.705 -12.802 -0.48
C -7.293 -3.286 -11.815 -0.18
H -9.522 -4.368 -9.692 0.46
H -11.078 -3.377 -11.377 0.51
H -10.099 -2.289 -13.404 0.39
H -7.614 -2.241 -13.668 0.38
H -6.209 -3.292 -11.890 0.39
Al 6.415 -0.978 -2.009 -0.11
C -2.618 7.891 2.600 -0.42
C -1.554 6.998 2.724 -0.39
C -0.883 6.876 3.940 -0.47
C -1.282 7.642 5.036 -0.21
C -2.348 8.532 4.913 -0.44
C -3.014 8.660 3.694 -0.39
H -3.139 7.988 1.651 0.37
H -1.248 6.396 1.871 0.39
H -0.049 6.185 4.034 0.37
H -0.762 7.544 5.985 0.47
H -2.660 9.127 5.768 0.36
H -3.841 9.358 3.597 0.37
Br -10.490 -5.870 -11.825 -0.09
C 8.063 -4.418 2.590 -0.39
C 8.831 -4.995 3.729 0.30
O 9.993 -4.200 3.781 -0.29
C 9.612 -2.983 3.301 0.56
O 10.258 -1.958 3.443 -0.54
O 8.411 -3.049 2.648 -0.21
F 9.199 -6.270 3.467 -0.28
H 8.369 -4.829 1.622 0.28
H 6.985 -4.553 2.704 0.28
H 8.310 -4.948 4.692 0.27

9
Properties=species:S:1:pos:R:3:nbo_charge:R:1 method="wB97M-V/def2-TZVPD" lumo_energy_ev=1.09 largest_force_ev_per_a=2.74 homo_energy_ha=-0.32769 gap_ha=0.368 relative_energy_ev=2.102 energy_ha=-546.04512
C 0.794 0.347 -0.525 -0.58
N 0.684 1.364 0.499 -0.19
N 0.095 1.089 1.523 0.07
N -0.584 -0.113 1.525 -0.75
P -0.322 -0.990 0.067 0.66
H 0.432 0.715 -1.422 0.23
H 1.873 -0.035 -0.727 0.24
H -1.297 -0.370 2.150 0.41
H -1.505 -0.563 -0.618 -0.08